# 1
{
  "formula": "C51H44N11O2SSiTi",
  "method": "the ωB97M-V functional and the def2-TZVPD basis",
  "species": ["Ti", "S", "Si", "O", "O", "N", "N", "N", "N", "N", "N", "N", "N", "N", "N", "N", "C", "C", "C", "C", "C", "C", "C", "C", "C", "C", "C", "C", "C", "C", "C", "C", "C", "C", "C", "C", "C", "C", "C", "C", "C", "C", "C", "C", "C", "C", "C", "C", "C", "C", "C", "C", "C", "C", "C", "C", "C", "C", "C", "C", "C", "C", "C", "C", "C", "C", "C", "H", "H", "H", "H", "H", "H", "H", "H", "H", "H", "H", "H", "H", "H", "H", "H", "H", "H", "H", "H", "H", "H", "H", "H", "H", "H", "H", "H", "H", "H", "H", "H", "H", "H", "H", "H", "H", "H", "H", "H", "H", "H", "H", "H"],
  "positions_angstrom": [[-0.34095, -1.08246, -0.53541], [1.79148, 2.44677, 2.20181], [2.15541, -2.19633, 1.46930], [0.71654, 1.60090, 8.87710], [-0.66867, 3.26745, 8.45892], [-0.10605, 1.17068, -1.10005], [-4.63778, 0.92295, -2.63900], [-1.20822, -0.55730, 1.29361], [-2.13431, -2.68722, 1.14448], [2.56800, 0.24348, -1.70007], [-1.50040, -2.55016, -0.07861], [-2.56854, -0.11209, -1.12226], [1.29433, -2.10983, -0.06902], [4.73461, 1.63409, -0.64981], [-0.79523, -1.79880, -2.38217], [-0.47359, 8.25246, -0.72992], [-1.23810, 0.66028, 1.90991], [1.04122, -5.61951, -1.31548], [0.56289, 7.65773, -1.31585], [2.38910, 1.34397, -0.98421], [-2.61093, -1.39994, 3.09929], [-0.03512, 0.71514, -4.99212], [-2.09179, -1.00182, -4.30637], [-1.24818, 1.85201, -1.36136], [1.40954, -3.25776, -0.90966], [1.61191, -5.51619, -2.57454], [1.35355, 2.45798, 3.87467], [0.96093, 3.32128, -0.90412], [-3.50124, 1.58470, -2.47136], [0.22642, 3.49601, 5.76794], [0.93521, -4.50416, -0.49763], [-2.23519, -0.13490, -5.37636], [-1.65265, -3.89263, -3.42902], [-1.35168, 3.22784, -1.31849], [-3.69975, -0.78639, -1.27709], [2.05814, -4.27605, -3.01206], [-1.44460, -3.04202, -2.35046], [-1.39190, 6.07741, -0.31872], [1.01154, 1.92941, -0.94552], [-1.85182, -3.44729, -1.06797], [3.51605, -0.92360, 1.60790], [-1.21266, 0.73849, -5.72674], [3.48943, 2.02703, -0.43381], [0.60385, 3.50815, 4.44253], [-0.30855, 5.46547, -0.93657], [0.14239, 2.49273, 8.02084], [1.70176, 1.39831, 4.73233], [-1.96519, -1.58794, 1.83094], [3.02601, -3.85510, 1.63455], [-4.74101, -0.25034, -2.02002], [-2.58091, -0.18737, 3.69579], [-0.23072, 3.99448, -1.04509], [1.95428, -3.16334, -2.19270], [-2.55953, -4.63274, -0.88903], [1.31980, 1.38766, 6.05790], [-2.78843, -5.45466, -1.98546], [-1.89794, 0.89686, 3.07245], [-2.47329, 1.08491, -1.67402], [-2.32453, -5.09645, -3.24556], [0.57975, 2.43804, 6.60842], [4.89541, 0.53596, -1.37875], [1.04704, -1.99044, 2.95936], [3.82007, -0.16915, -1.87715], [0.11738, -0.15635, -3.92368], [-1.42422, 7.46068, -0.23926], [0.69413, 6.28412, -1.44046], [-0.91355, -1.01985, -3.54320], [-2.48604, -5.75188, -4.09223], [1.58531, 0.51317, 6.64615], [-3.12363, -2.25028, 3.52709], [0.64510, -0.98025, 3.04076], [2.36109, -4.66006, 1.94937], [1.64038, -2.18147, 3.85974], [-5.67379, -0.78963, -2.12984], [-3.07531, -0.03546, 4.64789], [-3.16462, -0.13265, -5.93328], [-0.35347, 4.30928, 6.18560], [2.47378, -4.16883, -4.00746], [1.87171, 3.87342, -0.73982], [-1.32952, 1.41663, -6.56225], [-3.76270, -1.75726, -0.80229], [5.91043, 0.20742, -1.56904], [3.98637, -1.03525, 2.59005], [3.97266, -1.07837, -2.44270], [-3.32462, -6.38649, -1.85180], [-1.83559, 1.86915, 3.53656], [-2.18556, 5.48851, 0.12295], [-1.29429, -3.61109, -4.41156], [-2.89266, -4.89572, 0.10488], [3.79402, -3.73373, 2.40473], [3.14793, 0.10115, 1.55871], [1.39932, 1.10884, 8.40883], [3.35852, 2.88689, 0.20814], [-2.25606, 7.95640, 0.24813], [0.21595, -2.69862, 2.94383], [-0.63294, 1.43934, 1.46523], [0.78261, 1.37579, -5.25661], [1.03699, -0.17230, -3.35623], [-3.39867, 2.52392, -3.00121], [0.65018, -6.56911, -0.97165], [0.32171, 4.33668, 3.80412], [0.44914, -4.57989, 0.46821], [-2.31040, 3.69630, -1.48865], [2.26417, 0.56907, 4.32274], [2.23594, -2.19118, -2.56010], [4.29240, -1.08825, 0.85719], [1.68064, -6.38356, -3.21875], [3.51792, -4.16798, 0.71146], [1.33112, 8.31371, -1.70965], [-2.90373, -1.66595, -4.04024], [1.55724, 5.86433, -1.94076]],
  "lowdin_charge": [1.11, 0.62, 0.41, 0.09, 0.09, 0.12, 0.10, -0.03, 0.08, 0.13, -0.16, 0.11, -0.18, 0.11, -0.04, 0.06, -0.17, -0.08, -0.14, -0.22, -0.04, -0.09, -0.05, -0.18, -0.39, -0.11, -0.73, 0.01, -0.07, -0.03, -0.07, -0.09, -0.04, 0.06, -0.06, -0.09, -0.26, -0.01, -0.19, -0.28, -0.18, -0.11, -0.13, -0.13, -0.16, -0.49, -0.12, -0.41, -0.17, -0.10, -0.08, -0.13, -0.05, -0.04, -0.04, -0.11, -0.08, -0.20, -0.11, -0.17, -0.13, -0.16, -0.11, -0.04, -0.14, -0.01, -0.28, 0.09, 0.10, 0.10, 0.01, 0.03, 0.04, 0.11, 0.10, 0.10, 0.11, 0.10, 0.11, 0.09, 0.12, 0.11, 0.04, 0.10, 0.09, 0.09, 0.12, 0.11, 0.10, 0.03, -0.03, 0.08, 0.05, 0.11, 0.03, 0.05, 0.10, 0.07, 0.12, 0.10, 0.09, 0.12, 0.12, 0.08, 0.07, 0.02, 0.09, 0.03, 0.10, 0.11, 0.12],
  "charge": -1,
  "e_tot_ev": -115922.4131,
  "homo_lumo_gap_ev": 4.76,
  "lumo_ev": 0.756,
  "relative_energy_kcal_mol": 3.0
}


# 2
{
  "formula": "C19H37BrO9",
  "method": "the ωB97M-V functional and the def2-TZVPD basis",
  "species": ["Br", "O", "O", "O", "O", "O", "O", "O", "O", "O", "C", "C", "C", "C", "C", "C", "C", "C", "C", "C", "C", "C", "C", "C", "C", "C", "C", "C", "C", "H", "H", "H", "H", "H", "H", "H", "H", "H", "H", "H", "H", "H", "H", "H", "H", "H", "H", "H", "H", "H", "H", "H", "H", "H", "H", "H", "H", "H", "H", "H", "H", "H", "H", "H", "H", "H"],
  "positions_angstrom": [[-1.60714, 1.26708, -2.24901], [0.47625, -3.91089, 1.51328], [2.06224, -8.16894, 3.57539], [-3.05859, -1.14668, 3.19340], [-2.03283, 3.44444, 1.54611], [-0.11174, 7.58291, -4.16936], [-0.22947, -1.64431, -2.19711], [1.53894, 5.50333, 0.21564], [0.16014, 3.92769, 1.16208], [1.39100, 7.22958, -5.78830], [-1.14124, 3.60309, -0.74468], [3.20989, -8.03356, 4.41102], [-0.32138, 4.80407, -3.59804], [-1.72684, 0.80032, 3.81763], [-1.13953, 3.61070, 0.75524], [4.48953, -7.92760, 3.60182], [2.20110, -1.47523, -2.21371], [-2.20266, 3.00165, -1.59362], [-3.07377, 0.10558, 3.87609], [0.93759, -1.55709, -1.37697], [-4.10654, 4.26242, -0.52302], [0.46645, 5.26192, -4.82763], [-0.00765, 4.19557, -1.12927], [0.93769, -5.25470, 1.65615], [-3.55635, 2.88588, -0.90578], [0.61495, 4.44644, -2.44891], [0.70627, 4.63186, 0.11427], [1.23201, -5.88955, 0.30959], [0.64619, 6.76270, -4.96709], [1.59860, -6.90974, 0.43015], [-3.33598, 5.02156, -0.44408], [-1.75956, 1.76640, 4.32251], [-0.33143, -3.93265, 0.99321], [-4.82787, 4.61647, -1.24782], [-4.60082, 4.20153, 0.43670], [-1.07815, 5.52559, -3.32090], [-0.04197, 4.92680, -5.72092], [-0.84840, 3.90333, -3.89179], [1.98233, -5.30798, -0.22829], [2.31016, -2.36615, -2.83707], [2.16000, -0.61274, -2.88020], [-3.83636, 0.71049, 3.38822], [-0.15620, -2.43691, -2.73399], [5.35650, -7.80316, 4.25190], [2.17043, -8.96924, 3.05584], [0.82170, -0.66116, -0.76933], [4.63955, -8.82528, 2.99739], [0.33149, -5.91718, -0.30933], [-0.95566, 0.18767, 4.29125], [0.19115, -5.83972, 2.20087], [1.84026, -5.21506, 2.26231], [3.08567, -1.38833, -1.58122], [3.05472, -7.13084, 4.99910], [4.43823, -7.07782, 2.92048], [-3.37926, -0.05059, 4.91662], [-1.42842, 0.95917, 2.78195], [1.46343, 4.84353, -4.82136], [1.36740, 5.22216, -2.33930], [-2.36574, 3.60440, -2.47056], [-3.51446, 2.22614, -0.05315], [-4.22397, 2.45782, -1.64266], [-2.39776, -1.70240, 3.61357], [0.97230, -2.42074, -0.70649], [3.26246, -8.88275, 5.10037], [1.16266, 3.54937, -2.72707], [0.11844, 7.40935, -3.25216]],
  "lowdin_charge": [0.82, -0.09, -0.09, -0.09, 0.17, 0.08, -0.14, 0.17, 0.15, 0.13, -0.13, -0.32, -0.19, -0.09, -0.34, -0.09, -0.09, -0.65, -0.32, -0.32, -0.08, -0.09, -0.07, -0.32, -0.28, -0.11, -0.36, -0.09, -0.49, 0.07, 0.07, 0.08, 0.08, 0.07, 0.08, 0.12, 0.13, 0.09, 0.07, 0.07, 0.07, 0.11, 0.08, 0.07, 0.08, 0.10, 0.07, 0.07, 0.07, 0.11, 0.11, 0.07, 0.11, 0.07, 0.11, 0.06, 0.13, 0.13, 0.08, 0.10, 0.10, 0.07, 0.09, 0.11, 0.14, 0.11],
  "e_tot_ev": -108772.1455,
  "homo_lumo_gap_ev": 9.13,
  "lumo_ev": -0.963,
  "relative_energy_kcal_mol": 0.0,
  "smiles": "CC[C@H](Br)C1=C(CCCC(=O)O)C(=O)OC1=O.CCO.CCO.CCO.CCO"
}


Which formula does entry 1 have? C51H44N11O2SSiTi